{"formula": "C36H34FN4", "method": "ωB97M-V/def2-TZVPD", "e_above_lowest_kj_mol": 161.47, "spin_multiplicity": 1, "energy_ev": -46553.902, "homo_energy_ev": -9.896, "gap_ev": 5.15, "total_charge": 1, "species": ["F", "C", "C", "C", "C", "C", "C", "C", "C", "C", "C", "C", "C", "C", "H", "H", "H", "H", "H", "H", "H", "H", "H", "H", "C", "C", "C", "C", "C", "N", "C", "C", "N", "C", "C", "N", "C", "C", "C", "C", "C", "C", "C", "C", "C", "N", "C", "C", "C", "C", "C", "H", "H", "H", "H", "H", "H", "H", "H", "H", "H", "H", "H", "H", "H", "H", "H", "H", "H", "H", "H", "H", "H", "H", "H"], "xyz": [[5.8715, 2.7397, 3.6332], [4.6716, 2.3587, 3.0760], [4.3987, 0.9947, 2.9651], [3.1466, 0.6216, 2.5025], [2.1380, 1.5729, 2.1934], [0.7772, 1.0907, 2.1836], [-0.3248, 1.7834, 2.7529], [-1.5146, 1.0370, 3.0178], [-2.7213, 1.6750, 3.2623], [-2.7448, 3.0759, 3.3767], [-1.5508, 3.8066, 3.3392], [-0.3348, 3.1701, 3.0894], [2.5687, 2.9398, 2.1002], [3.8061, 3.3422, 2.6007], [5.1336, 0.2519, 3.2746], [2.8866, -0.4384, 2.4288], [0.6385, -0.0105, 2.1967], [-1.4581, -0.0597, 3.0360], [-3.6430, 1.0907, 3.3354], [-3.6944, 3.5931, 3.4974], [-1.5577, 4.8926, 3.4879], [0.6053, 3.7259, 3.1566], [1.9150, 3.6850, 1.6373], [4.0913, 4.3922, 2.6668], [0.6589, 2.5683, -6.5725], [1.5242, 3.3327, -5.7835], [2.0615, 2.7940, -4.6096], [1.7289, 1.4891, -4.2167], [2.3659, 0.9212, -2.9571], [1.7387, -0.3311, -2.4845], [2.5582, -1.5122, -2.6465], [1.8061, -2.8195, -2.4924], [0.4476, -2.7009, -2.0109], [-0.1522, -3.9681, -1.6568], [-1.6156, -3.7967, -1.3516], [-1.8136, -2.7601, -0.3535], [-3.2097, -2.6852, 0.1123], [-3.3867, -2.4167, 1.5872], [-4.6764, -2.1487, 2.0659], [-4.8817, -1.8864, 3.4212], [-3.7963, -1.8872, 4.3093], [-2.5072, -2.1372, 3.8307], [-2.3031, -2.4218, 2.4743], [-1.0771, -1.5963, -0.4919], [-1.2796, -0.4616, 0.3191], [-0.4517, 0.5759, 0.2803], [0.4569, 0.7280, -0.6798], [0.7344, -0.3461, -1.5435], [0.0159, -1.5620, -1.3820], [0.8621, 0.7276, -5.0051], [0.3219, 1.2714, -6.1799], [0.2481, 2.9829, -7.4921], [1.7944, 4.3486, -6.0767], [2.7435, 3.3629, -3.9682], [3.4214, 0.6739, -3.1638], [2.3670, 1.6934, -2.1730], [3.0088, -1.4790, -3.6480], [3.3635, -1.5032, -1.8912], [1.7702, -3.3517, -3.4540], [2.3738, -3.4631, -1.7999], [-0.0284, -4.6530, -2.4995], [0.3721, -4.3998, -0.7794], [-2.1775, -3.5623, -2.2725], [-1.9832, -4.7427, -0.9331], [-3.7602, -1.9216, -0.4674], [-3.6670, -3.6596, -0.1272], [-5.4987, -2.1329, 1.3375], [-5.8922, -1.6780, 3.7812], [-3.9511, -1.6896, 5.3715], [-1.6472, -2.1006, 4.4983], [-1.2975, -2.6078, 2.0897], [-2.0755, -0.4541, 1.0560], [1.0244, 1.6619, -0.7078], [0.6099, -0.2904, -4.6953], [-0.3535, 0.6646, -6.7782]]}

---

{"formula": "C33H51AsBMnN2O3S2Si3", "method": "ωB97M-V/def2-TZVPD", "e_above_lowest_kj_mol": 82.37, "spin_multiplicity": 4, "s_squared": 3.796, "energy_ev": -182311.692, "homo_energy_ev": [-11.068, -10.407], "gap_ev": [8.73, 7.68], "total_charge": 1, "species": ["Mn", "C", "C", "N", "C", "C", "C", "S", "N", "C", "O", "C", "C", "C", "C", "C", "C", "H", "H", "H", "H", "H", "H", "H", "H", "H", "H", "H", "H", "H", "H", "H", "O", "B", "O", "C", "C", "C", "C", "C", "C", "H", "H", "H", "H", "S", "C", "C", "C", "C", "C", "C", "H", "H", "H", "H", "H", "C", "Si", "C", "C", "As", "Si", "C", "C", "C", "Si", "C", "C", "C", "H", "H", "H", "H", "H", "H", "H", "H", "H", "H", "H", "H", "H", "H", "H", "H", "H", "H", "H", "H", "H", "H", "H", "H", "H", "H", "H"], "xyz": [[0.6429, 0.0643, 0.0022], [6.4267, -0.1385, 1.3317], [5.8054, -0.5022, -0.0157], [4.9125, -1.6387, 0.0727], [5.5159, -2.9576, 0.1732], [5.4186, -3.5538, 1.5729], [3.5805, -1.5378, 0.0787], [2.8872, 0.0594, -0.0688], [2.8795, -2.6449, 0.1499], [1.5503, -2.7312, 0.1467], [0.7474, -1.7537, 0.1681], [1.0384, -4.1106, 0.0999], [-0.3336, -4.3480, 0.0651], [-0.8175, -5.6371, -0.0295], [0.0637, -6.7051, -0.0880], [1.4317, -6.4774, -0.0424], [1.9214, -5.1909, 0.0536], [7.0254, 0.7622, 1.2268], [7.0766, -0.9309, 1.6918], [5.6473, 0.0416, 2.0670], [6.5973, -0.7538, -0.7280], [5.2443, 0.3496, -0.4011], [6.5640, -2.8654, -0.1128], [5.0113, -3.6172, -0.5375], [5.9164, -2.9220, 2.3019], [5.8964, -4.5291, 1.5851], [4.3772, -3.6678, 1.8578], [-1.0264, -3.5214, 0.1082], [-1.8838, -5.8049, -0.0678], [-0.3149, -7.7124, -0.1740], [2.1192, -7.3089, -0.0926], [2.9821, -4.9996, 0.0897], [-2.8977, 2.3502, 0.1611], [-3.1014, 0.9933, 0.0843], [-4.4278, 0.6547, 0.1994], [-5.0834, 1.8446, 0.3755], [-6.4248, 2.0787, 0.5827], [-6.8004, 3.3963, 0.7949], [-5.8788, 4.4335, 0.7561], [-4.5307, 4.2012, 0.5218], [-4.1512, 2.8864, 0.3539], [-7.1427, 1.2762, 0.5961], [-7.8372, 3.6058, 1.0051], [-6.2123, 5.4470, 0.9131], [-3.8149, 5.0058, 0.4891], [-1.7852, -0.1978, -0.0832], [-2.8650, -1.6505, -0.0558], [-3.4500, -2.0525, -1.2440], [-4.3738, -3.0820, -1.2207], [-4.6910, -3.7036, -0.0254], [-4.1031, -3.2860, 1.1556], [-3.1818, -2.2517, 1.1507], [-3.1910, -1.5677, -2.1745], [-4.8509, -3.3972, -2.1353], [-5.4104, -4.5069, -0.0105], [-4.3683, -3.7632, 2.0863], [-2.7213, -1.9242, 2.0714], [4.0899, 2.8642, 1.2018], [3.0878, 3.3589, -0.3711], [3.7097, 2.5851, -2.0209], [3.5294, 5.2366, -0.4803], [0.7633, 2.4621, -0.2531], [0.1690, 3.3202, 1.8896], [-1.6018, 3.7500, 2.4566], [0.8164, 1.8387, 2.9357], [1.1074, 4.9576, 2.1803], [-0.1769, 3.6392, -2.1519], [-1.9899, 4.2586, -2.0819], [0.8313, 5.2352, -2.4945], [0.0192, 2.2606, -3.4736], [5.1336, 2.6953, 0.9485], [3.7111, 1.9570, 1.6569], [4.0668, 3.6560, 1.9445], [4.7479, 2.2722, -1.9682], [3.6257, 3.2896, -2.8433], [3.1081, 1.7085, -2.2581], [4.5794, 5.3396, -0.2265], [2.9708, 5.8449, 0.2191], [3.4032, 5.6649, -1.4652], [-2.3115, 2.9401, 2.3542], [-1.9735, 4.6001, 1.8954], [-1.5780, 4.0310, 3.5053], [0.8004, 0.9093, 2.3189], [0.2291, 1.6502, 3.8290], [1.8441, 1.9999, 3.2483], [0.9464, 5.6193, 1.3338], [2.1732, 4.8109, 2.2969], [0.7354, 5.4611, 3.0651], [-2.0729, 5.1494, -1.4664], [-2.6704, 3.5149, -1.6937], [-2.3331, 4.5194, -3.0791], [0.9899, 5.7693, -1.5604], [0.3003, 5.9009, -3.1684], [1.8017, 5.0293, -2.9323], [-0.2313, 1.2996, -3.0134], [1.0488, 2.1990, -3.8144], [-0.6085, 2.3893, -4.3497]]}

---

{"formula": "C3H6N2O", "method": "ωB97M-V/def2-TZVPD", "e_above_lowest_kj_mol": 453.58, "spin_multiplicity": 1, "energy_ev": -8231.998, "homo_energy_ev": -8.361, "gap_ev": 8.72, "species": ["N", "C", "C", "O", "C", "N", "H", "H", "H", "H", "H", "H"], "xyz": [[-1.4516, -0.7689, 0.4368], [-1.2157, 0.2438, -0.4285], [0.9935, 0.7516, 0.1739], [1.0803, -0.0641, 1.2767], [1.6477, 0.2580, -1.0308], [2.0840, -0.1453, -2.0261], [-2.0149, -0.5846, 1.2566], [-1.4555, -1.7373, 0.1400], [-0.8986, -0.1320, -1.4055], [-0.3694, 1.0637, -0.0583], [1.3012, 1.7737, 0.4157], [0.2991, -0.6585, 1.2495]]}

---

{"formula": "C3H11N2", "method": "ωB97M-V/def2-TZVPD", "e_above_lowest_kj_mol": 600.44, "spin_multiplicity": 1, "energy_ev": -6257.358, "homo_energy_ev": -13.727, "gap_ev": 5.55, "total_charge": 1, "species": ["C", "C", "C", "N", "N", "H", "H", "H", "H", "H", "H", "H", "H", "H", "H", "H"], "xyz": [[2.4061, 0.0924, 0.8628], [-0.8059, -0.3084, 0.5618], [-1.1750, 0.4473, -0.7503], [-2.5895, 0.1490, -1.1305], [1.7375, -0.6024, -0.2839], [1.6947, 0.7688, 1.3837], [3.2507, 0.6976, 0.5730], [-1.4279, -1.2265, 0.7705], [-0.9155, 0.4195, 1.3645], [-0.4490, 0.0940, -1.5410], [-0.9351, 1.5115, -0.6787], [-2.9913, 0.5546, -1.9630], [-3.3055, 0.1678, -0.4186], [0.4990, -0.7192, -0.0111], [2.1517, -1.5412, -0.3507], [2.8551, -0.5048, 1.6114]]}

---

{"formula": "C13H13BN6O6", "method": "ωB97M-V/def2-TZVPD", "e_above_lowest_kj_mol": 0.00, "spin_multiplicity": 1, "energy_ev": -35578.890, "homo_energy_ev": -6.612, "gap_ev": 4.72, "species": ["C", "C", "N", "B", "H", "C", "C", "C", "C", "C", "H", "H", "H", "H", "H", "H", "H", "H", "H", "H", "H", "O", "N", "C", "C", "N", "O", "C", "N", "O", "O", "C", "C", "N", "O", "O", "N", "C", "H"], "xyz": [[2.1583, 10.6442, 6.5726], [1.3051, 10.0111, 7.6272], [1.0108, 8.7291, 7.3446], [1.6698, 8.4294, 5.9980], [0.6908, 4.7713, 6.0004], [0.2474, 7.9539, 8.1411], [-0.0500, 6.5593, 7.7009], [-0.2315, 8.4777, 9.3380], [0.0440, 9.8049, 9.6581], [0.8378, 10.5820, 8.7911], [2.3645, 11.6944, 6.7725], [3.1165, 10.1113, 6.5011], [1.6828, 10.5494, 5.5837], [0.9123, 8.3881, 5.0944], [2.7532, 7.9589, 6.1071], [-0.7546, 6.1573, 8.4318], [-0.4905, 6.5167, 6.6977], [0.8451, 5.9290, 7.7205], [-0.8235, 7.8109, 9.9654], [-0.3602, 10.2183, 10.5830], [1.0855, 11.6093, 9.0154], [0.1954, 0.0551, 7.3671], [-0.2192, 1.0612, 6.8195], [0.3001, 2.0308, 5.9912], [-0.7753, 2.8362, 5.5495], [-1.9585, 2.3895, 6.0972], [-1.6135, 1.3308, 6.8733], [-0.5129, 4.0096, 4.7702], [-1.5052, 5.0282, 4.4869], [-2.6908, 4.7762, 4.1794], [-1.0866, 6.2214, 4.5317], [0.8500, 4.5727, 4.9266], [1.9161, 3.5467, 4.9648], [3.2362, 3.8478, 5.1980], [3.8998, 4.8548, 5.0382], [3.7891, 2.7159, 5.8839], [2.8047, 1.8104, 6.2265], [1.6597, 2.3361, 5.6559], [1.1267, 5.4934, 4.3832]]}

---

{"formula": "C7H5O3", "method": "ωB97M-V/def2-TZVPD", "e_above_lowest_kj_mol": 252.70, "spin_multiplicity": 1, "energy_ev": -13480.567, "homo_energy_ev": -4.488, "gap_ev": 7.79, "total_charge": -1, "smiles": "C/C(=C\\c1cc1=O)C(=O)[O-]", "species": ["C", "C", "C", "C", "C", "C", "O", "C", "O", "O", "H", "H", "H", "H", "H"], "xyz": [[1.0374, 0.2842, -1.1796], [0.8320, -0.7250, -0.1073], [-0.4181, -0.6638, 0.7615], [-1.3949, 0.3217, 0.5231], [-2.6643, 0.7124, 0.7765], [-1.8066, 1.5488, -0.0170], [-1.6055, 2.5788, -0.6635], [2.0647, -1.5038, 0.3915], [2.2955, -1.3840, 1.5915], [2.7263, -2.0529, -0.4444], [1.6020, 1.0987, -0.8218], [1.6644, -0.1025, -2.0293], [0.0652, 0.8314, -1.4789], [-0.7461, -1.4690, 1.3724], [-3.6520, 0.5247, 1.3254]]}